(1)
This record from the Open Molecules 2025 dataset describes a structure of composition C24H43ILuP2. The level of theory is ωB97M-V with the def2-TZVPD basis set.

```
71
Properties=species:S:1:pos:R:3
Lu 0.070 -0.450 0.691
I -1.664 1.872 2.212
P 1.493 2.173 0.663
P -2.007 1.820 -0.237
C -0.558 0.860 -4.650
C -1.770 -1.324 3.998
C 0.627 1.386 -3.798
C -1.133 -2.069 -3.375
C 3.217 1.785 -0.045
C 1.569 -1.503 2.339
C -3.776 2.077 -0.380
C 0.861 -2.543 1.662
C -0.637 -1.455 3.041
C 0.950 0.254 4.155
C 0.517 3.408 -0.393
C 0.630 -0.803 3.160
C -1.575 -3.467 1.729
C -1.694 0.425 -3.763
C 3.043 -1.430 2.428
C 0.814 0.686 -2.454
C -0.534 -2.440 2.014
C 0.645 -0.627 -2.109
C 0.381 -1.794 -3.091
C -1.971 -0.157 -0.506
C -0.964 3.190 -0.880
C -2.042 -0.841 -3.438
C 1.460 -3.754 1.048
C 2.267 3.243 1.929
H -2.607 -1.957 3.694
H -0.201 0.000 -5.262
H 1.168 3.773 -1.202
H 0.471 4.247 0.314
H 2.020 0.490 4.162
H -1.047 3.213 -1.985
H -3.042 -0.444 -0.401
H -2.142 -0.295 4.020
H -1.168 -2.721 -4.289
H 0.816 -2.715 -2.622
H 3.383 -0.397 2.508
H 2.938 3.975 1.451
H 0.616 0.026 5.184
H -1.540 4.074 -0.537
H 3.476 -1.871 1.528
H -2.384 1.237 -3.494
H -1.557 -2.724 -2.579
H 3.614 2.674 -0.551
H -1.516 -1.243 -0.213
H 3.864 1.535 0.813
H -1.513 -1.615 5.031
H 1.434 1.271 -1.746
H -4.166 3.009 0.024
H 3.406 -1.987 3.305
H 3.221 0.923 -0.730
H -2.542 -2.976 1.562
H 1.562 1.315 -4.411
H -3.955 2.068 -1.454
H 0.915 -1.753 -4.088
H -1.300 -4.005 0.817
H 0.439 1.180 3.846
H 1.175 -1.008 -1.186
H 2.328 -3.486 0.430
H -1.695 -4.197 2.551
H -3.127 -1.030 -3.322
H -4.340 1.270 0.089
H 1.530 3.778 2.528
H 0.717 -4.305 0.450
H -1.718 -0.152 -1.564
H 1.812 -4.426 1.855
H 0.474 2.481 -3.677
H -0.915 1.618 -5.402
H 2.878 2.629 2.604
```

Results
multiplicity = 1
net charge = +1
HOMO energy (spin up / spin down) = -7.6358 / -7.9560 eV
molar mass = 695.43 g/mol
lowest unoccupied orbital energy (spin up / spin down) = -2.70 / -2.68 eV



(2)
This record from the Open Molecules 2025 dataset describes a cluster of 6 separate species, C24H38BClO5 in total. The level of theory is ωB97M-V with the def2-TZVPD basis set.

```
69
Properties=species:S:1:pos:R:3
Cl 0.040 -4.046 -1.305
O -0.619 2.373 -0.712
O 0.508 -2.466 3.820
O -2.757 6.067 2.226
O 4.749 -1.435 6.762
O 1.093 -4.676 -5.369
C 0.564 1.062 -4.433
C -1.669 -3.331 4.227
C -3.452 8.325 1.970
C -0.362 2.723 0.421
C -1.195 -4.852 -4.748
C 3.420 -1.731 4.809
C 0.867 -0.710 -2.864
C -0.511 -3.492 1.935
C -1.017 7.669 2.478
C 4.043 -0.928 5.921
C -2.441 7.234 2.225
C -0.030 -4.979 -5.698
C -1.703 -1.797 -1.455
C -2.752 -1.420 -1.902
C 0.613 0.628 -3.115
C -0.784 4.075 0.936
C 1.075 -1.605 -3.907
C 0.767 0.171 -5.467
C 1.025 -1.166 -5.223
C -0.330 -5.502 -7.083
C -0.460 -3.039 3.372
C 3.741 0.554 5.940
C 0.894 -1.267 -1.450
C 0.388 1.840 1.389
B -0.271 -2.311 -1.396
H -1.038 -4.842 -7.586
H 0.722 0.510 -6.494
H -0.974 8.310 3.360
H -1.655 -5.828 -4.590
H -0.844 -4.465 -3.794
H -0.756 -6.505 -7.019
H 0.637 0.898 0.912
H -1.447 3.963 1.793
H 0.416 -3.221 1.437
H 0.096 4.650 1.231
H -1.313 4.612 0.153
H -0.634 8.216 1.616
H 0.733 -0.477 -0.725
H 4.094 1.018 5.018
H -3.168 8.899 1.087
H -0.230 1.640 2.265
H -0.395 6.793 2.647
H 1.309 2.332 1.703
H -3.633 -0.943 -2.250
H 0.344 2.092 -4.672
H 1.863 -1.721 -1.246
H -4.430 7.880 1.804
H 2.336 -1.666 4.860
H -1.345 -3.005 1.425
H -1.501 -2.954 5.233
H -3.507 8.992 2.832
H 0.590 -5.544 -7.661
H 3.762 -1.358 3.842
H 1.254 -2.651 -3.702
H 2.666 0.714 6.035
H -1.936 -4.164 -5.159
H 3.715 -2.774 4.909
H -1.841 -4.407 4.274
H -0.637 -4.574 1.883
H 1.188 -1.885 -6.012
H -2.549 -2.844 3.806
H 0.428 1.328 -2.305
H 4.246 1.016 6.786
```

Results
multiplicity = 1
net charge = 0
SMILES = C#CB(Cl)Cc1ccccc1.CC(C)=O.CC(C)=O.CC(C)=O.CC(C)=O.CC(C)=O
HOMO energy = -8.7264 eV
molar mass = 452.83 g/mol
lowest unoccupied orbital energy = 0.13 eV



(3)
This record from the Open Molecules 2025 dataset describes an isolated molecule of C14H19NO3. The level of theory is ωB97M-V with the def2-TZVPD basis set.

```
37
Properties=species:S:1:pos:R:3
O -2.082 -0.019 -1.450
O 2.975 -0.676 1.037
O -0.932 -2.581 -2.099
N 1.630 0.843 2.033
C 2.367 1.222 -0.227
C 1.352 1.960 -0.658
C -0.838 -1.978 -0.878
C -1.220 -1.829 -3.255
C 1.288 0.006 3.156
C -0.184 -0.443 3.091
C 0.016 -2.263 1.370
C -1.373 -0.732 -0.508
C -0.164 -2.725 0.084
C 1.343 2.731 -1.933
C 2.352 0.367 0.984
C -1.168 -0.276 0.788
C -2.686 1.190 -1.073
C -0.475 -1.020 1.733
H -3.229 1.530 -1.954
H 2.293 2.640 -2.452
H 1.095 1.687 1.909
H -0.573 -0.952 -3.334
H -1.021 -2.501 -4.090
H 1.479 0.544 4.090
H -3.391 1.052 -0.247
H 0.555 -2.864 2.085
H -0.835 0.413 3.284
H -1.946 1.949 -0.797
H 1.947 -0.862 3.097
H -0.355 -1.187 3.870
H 3.259 1.117 -0.828
H 1.146 3.785 -1.736
H 0.225 -3.683 -0.220
H 0.549 2.365 -2.583
H -2.264 -1.510 -3.286
H 0.434 2.017 -0.085
H -1.569 0.682 1.084
```

Results
multiplicity = 1
relative energy (zero: lowest compared OMol25 entry of this formula, charge and spin) = 2.552 eV
net charge = 0
SMILES = C/C=C/C(=O)NCCc1ccc(OC)c(OC)c1
HOMO energy = -7.9345 eV
molar mass = 249.31 g/mol
lowest unoccupied orbital energy = 0.58 eV



Q: Which formula does entry 1 have?
A: C24H43ILuP2



Q: Number 2 is which compound?
A: C24H38BClO5